# 1
Entry from OMol25: a structure of composition C32H36BrO4TeY (ωB97M-V/def2-TZVPD).

As for the energy above the lowest of the compared OMol25 structures with the same formula, charge and spin: 0.00 kcal/mol. The total charge is +2. The LUMO energy is -5.41 eV. For the maximum force, the calculation gives 0.60 eV/Å. The calculation puts the total energy at -4421.80487 a.u. The highest occupied orbital energy comes out at -13.196 eV.

The geometry in XYZ format:
```
75
Properties=species:S:1:pos:R:3:mulliken_charge:R:1
Y 0.36403 -0.41189 0.54687 -0.384
C 1.26900 -0.00826 3.78983 -1.008
C 0.08363 0.89123 3.44822 -0.659
O 0.17298 1.35128 2.07816 -0.177
C 0.92988 2.55890 1.85700 -0.161
C 2.39365 2.23967 1.61358 -0.750
O 2.42526 1.15293 0.68428 -0.113
C 3.71710 0.57309 0.50530 -0.781
C 3.50925 -0.72214 -0.25779 -0.685
O 2.43421 -1.49003 0.31513 0.529
C 2.74571 -2.39547 1.39169 -0.440
C 2.66614 -1.67603 2.73190 -1.124
O 1.52453 -0.82477 2.63793 1.062
H 1.02091 -0.63362 4.65082 0.508
H 2.17332 0.55907 4.02453 0.355
H 0.02945 1.74651 4.12141 0.562
H -0.84496 0.32885 3.50207 0.309
H 0.79039 3.23866 2.69709 0.461
H 0.49649 3.02117 0.97148 -0.242
H 2.91375 1.94221 2.52815 0.283
H 2.90270 3.11366 1.19958 0.585
H 4.17778 0.40265 1.48226 0.284
H 4.36614 1.24302 -0.06463 0.540
H 4.41734 -1.32423 -0.29010 0.469
H 3.19822 -0.51158 -1.28189 0.252
H 3.71649 -2.86008 1.22103 0.532
H 1.97737 -3.16825 1.34455 0.177
H 3.55217 -1.07387 2.94919 0.254
H 2.53594 -2.40119 3.53919 0.541
C 1.88660 -2.75825 -2.73943 -0.784
C 1.91565 -3.90038 -1.94842 -0.386
C 0.89257 -4.15046 -1.04553 -0.855
C -0.16114 -3.25408 -0.91503 -0.066
C -0.18261 -2.09349 -1.69260 -1.231
C 0.83551 -1.86218 -2.62040 -0.170
H 2.66062 -2.59057 -3.47687 0.488
H 2.71948 -4.61568 -2.06499 0.471
H 0.89184 -5.06597 -0.46804 0.492
H -0.97961 -3.47333 -0.24253 0.619
H -1.05938 -1.44392 -1.69311 1.094
H 0.77435 -1.00916 -3.28645 0.397
Br -4.99673 -3.68953 3.70333 -0.135
C -3.53848 -2.81911 2.87144 -0.174
C -2.27198 -2.90658 3.42616 -0.923
C -1.21570 -2.24902 2.81179 -0.382
C -1.35545 -1.49291 1.63851 1.549
C -2.65607 -1.46809 1.10554 -0.385
C -3.73679 -2.09847 1.70597 -0.684
H -2.12192 -3.48145 4.33042 0.474
H -0.24269 -2.34443 3.28464 0.247
H -2.86509 -0.93132 0.17829 0.311
H -4.72608 -2.04151 1.27192 0.474
Te 0.24318 1.62218 -1.95302 0.595
C -0.76657 3.35705 -1.26805 0.101
C -0.34271 4.59810 -1.72841 -0.476
C -0.99480 5.74805 -1.30461 -0.651
C -2.06722 5.65825 -0.43075 -0.511
C -2.49143 4.41686 0.02789 -0.832
C -1.83976 3.26615 -0.38480 0.183
C -1.23710 0.89513 -3.27984 0.644
C -0.91209 0.78370 -4.62586 -0.532
C -1.85098 0.28496 -5.51841 -0.643
C -3.10737 -0.09008 -5.06773 -0.599
C -3.43164 0.03321 -3.72284 -0.650
C -2.49541 0.51983 -2.82435 -0.283
H 0.48195 4.67447 -2.42597 0.434
H -0.66907 6.71241 -1.66957 0.433
H -2.57849 6.55539 -0.10996 0.424
H -3.33288 4.34541 0.70358 0.467
H -2.17796 2.30346 -0.01720 0.320
H 0.05946 1.09684 -4.98826 0.467
H -1.60025 0.20090 -6.56687 0.442
H -3.83891 -0.47316 -5.76557 0.428
H -4.41497 -0.25069 -3.37306 0.446
H -2.76075 0.62000 -1.77777 0.173
```

***

# 2
Entry from OMol25: a structure of composition C32H36Cl2GaN3O5S (ωB97M-V/def2-TZVPD).

As for the energy above the lowest of the compared OMol25 structures with the same formula, charge and spin: 0.00 kcal/mol. The total charge is +2. The LUMO energy is -6.29 eV. For the maximum force, the calculation gives 0.53 eV/Å. The calculation puts the total energy at -5024.45096 a.u. The highest occupied orbital energy comes out at -13.928 eV.

The geometry in XYZ format:
```
80
Properties=species:S:1:pos:R:3:mulliken_charge:R:1
Ga 0.61333 -0.32833 0.24233 1.061
O 0.25453 2.30741 6.48719 -0.492
C 0.02414 0.93115 6.33201 -0.564
C 0.08252 0.58408 4.87674 0.039
C 0.01599 -0.74068 4.45072 -1.136
C 0.13213 -1.01672 3.10632 -0.364
N 0.29029 -0.04386 2.20324 0.804
C 0.30967 1.24401 2.58586 0.307
C 0.21418 1.58850 3.91830 -0.692
C 0.41662 2.22008 1.47880 0.221
C 0.32348 3.58673 1.64873 -0.612
C 0.37110 4.42422 0.53529 0.090
C 0.28236 5.90877 0.71343 -0.629
O 0.58668 6.22335 2.04846 -0.514
C 0.47153 3.84446 -0.72657 -1.359
C 0.56715 2.47448 -0.82630 -0.919
N 0.56703 1.68784 0.25299 0.355
H 0.25362 2.53432 7.42209 0.331
H -0.96066 0.63910 6.71970 0.349
H 0.77041 0.32430 6.85873 0.367
H -0.11153 -1.54744 5.15998 0.541
H 0.11410 -2.02755 2.71717 0.597
H 0.25036 2.61424 4.25293 0.755
H 0.20271 4.03321 2.62432 0.694
H -0.74178 6.21324 0.45472 0.316
H 0.95569 6.40143 0.00452 0.402
H 0.63898 7.17718 2.15829 0.334
H 0.47292 4.44970 -1.62322 0.549
H 0.65174 1.98060 -1.78641 0.952
Cl 3.75919 0.53923 2.07756 -0.162
C 3.90515 1.50393 0.63968 1.060
C 4.54432 2.72742 0.70418 -0.671
C 4.68743 3.47646 -0.45075 -0.699
C 4.14508 3.02826 -1.64115 -0.638
C 3.48957 1.80865 -1.69518 1.009
Cl 2.71758 1.35228 -3.17423 -0.119
C 3.39145 0.99600 -0.55995 -1.684
N 2.75352 -0.30340 -0.57924 0.149
C 3.26427 -1.20029 -1.63921 0.152
C 4.64030 -1.23088 -1.83341 -0.441
C 5.18993 -2.04849 -2.80310 -0.839
C 4.36522 -2.85799 -3.56953 -0.755
C 2.99882 -2.83981 -3.35766 -0.868
C 2.42759 -2.00957 -2.39754 -0.065
C 0.93779 -2.01133 -2.21359 0.099
C 0.57734 -2.80123 -0.95846 0.244
O 0.17140 -3.92944 -0.99826 -0.612
O 0.74989 -2.15079 0.20020 -0.346
H 4.94019 3.07358 1.64899 0.525
H 5.22135 4.41587 -0.42000 0.477
H 4.22545 3.62007 -2.54263 0.520
H 3.04467 -0.76569 0.28620 0.786
H 5.28568 -0.61520 -1.21808 0.512
H 6.26020 -2.04891 -2.95643 0.443
H 4.78920 -3.50215 -4.32728 0.437
H 2.35269 -3.47681 -3.94801 0.493
H 0.45423 -2.48148 -3.06526 0.905
H 0.56582 -0.98025 -2.12031 -0.045
C -4.87396 -1.05894 2.28615 -1.208
C -4.31602 0.18380 1.59357 -0.252
C -3.83447 -0.12455 0.17595 -0.853
S -2.37598 -1.21610 0.26631 0.443
O -1.26735 -0.29717 -0.35024 -0.438
C -2.74052 -2.48230 -0.97659 -1.129
C -2.70876 -2.04838 -2.43831 0.127
C -3.98895 -1.39564 -2.95894 -1.473
H -5.19298 -0.82612 3.30050 0.407
H -4.12656 -1.85370 2.34514 0.334
H -5.74160 -1.44040 1.74624 0.333
H -3.49203 0.60765 2.17627 0.080
H -5.09734 0.94271 1.53476 0.441
H -3.50612 0.76677 -0.35679 0.377
H -4.61642 -0.62689 -0.38956 0.508
H -3.71854 -2.87196 -0.67996 0.722
H -1.99896 -3.25947 -0.78963 0.447
H -2.51237 -2.95483 -3.01302 0.465
H -1.86146 -1.37840 -2.60035 -0.037
H -4.87008 -1.96666 -2.66199 0.354
H -3.96834 -1.36876 -4.04719 0.421
H -4.09958 -0.36971 -2.60965 0.282
```

***

Which value of highest occupied orbital energy does entry 2 give?
-13.928 eV